Entry from OMol25: H12O6Ti as an isolated structure (ωB97M-V/def2-TZVPD).

The total energy is -35573.3671 eV. As for the largest force on an atom: 3.8 eV/A. Its total charge is +2. The multiplicity is 5. For the energy above the lowest of the compared OMol25 structures with the same formula, charge and spin, the calculation gives 0.000 eV. The gap between HOMO and LUMO (spin up / spin down) comes out at 4.9 / 5.0 eV.

Cartesian coordinates (Å):
Ti  -0.37148  -0.38053  -0.48318
O  -0.15906  1.69472  0.62700
H  0.28954  2.51222  0.41092
H  -1.08989  1.90417  0.55003
O  -0.00552  0.68093  -2.41261
H  0.58956  1.22521  -2.92824
H  -0.70795  0.45073  -3.02074
O  -0.82268  -1.42812  1.53032
H  -1.74060  -1.39972  1.80022
H  -0.36197  -1.79542  2.28468
O  2.14264  -0.06764  2.12924
H  2.61534  0.76466  2.12118
H  1.90276  -0.21626  1.21457
O  1.91209  -0.98786  -0.43732
H  2.57132  -1.57658  -0.06980
H  2.26916  -0.72798  -1.28655
O  -2.66284  -0.05803  -0.60024
H  -2.84755  -0.95261  -0.88632
H  -3.52296  0.35808  -0.54308